The following is a DFT calculation (ωB97M-V with the def2-TZVPD basis set) of a molecular structure, C28H47BN8O3SSiV in a non-equilibrium geometry.

Summary:
Kohn-Sham gap (alpha / beta) in eV: 7.9 / 8.8
2S+1: 3
Strongest force on any atom in hartree/bohr: 0.04153
HOMO level (alpha / beta) in hartree: -0.41271 / -0.41715
Net charge: +1
⟨S²⟩: 2.019
LUMO energy (alpha / beta) in eV: -3.30 / -2.50

Atoms and positions in Å:
V -0.01 -0.41 -0.17
C -2.42 -0.07 2.57
C -2.64 0.54 1.23
C -3.68 1.36 0.77
C -3.38 1.64 -0.55
N -2.22 1.05 -0.85
N -1.77 0.37 0.23
B -1.37 0.81 -2.12
N -1.48 -0.74 -2.36
C -2.25 -1.49 -3.16
C -2.28 -2.78 -2.65
C -1.50 -2.75 -1.49
C -1.20 -3.82 -0.49
N -1.03 -1.51 -1.34
N 0.13 1.10 -1.68
C 1.06 1.50 -2.65
C 2.15 2.22 -2.36
C 2.46 2.71 -0.97
C 3.09 4.10 -1.04
N 0.39 1.55 -0.36
N -1.78 1.62 -3.31
C -2.05 2.95 -3.35
C -2.23 3.30 -4.66
C -2.05 2.09 -5.38
C -2.11 1.88 -6.86
N -1.78 1.10 -4.56
H -3.35 -0.46 2.97
H -2.04 0.68 3.27
H -1.69 -0.87 2.51
H -4.55 1.68 1.32
H -3.93 2.22 -1.27
H -2.70 -1.07 -4.04
H -2.81 -3.62 -3.07
H -0.77 -4.70 -0.98
H -2.12 -4.13 0.00
H -0.50 -3.45 0.25
H 0.80 1.23 -3.66
H 2.81 2.50 -3.17
H 3.98 4.11 -1.66
H 3.36 4.47 -0.05
H 2.37 4.80 -1.48
H -2.07 3.55 -2.45
H -2.47 4.27 -5.06
H -2.95 2.43 -7.29
H -2.23 0.82 -7.08
H -1.20 2.24 -7.33
C 1.09 2.83 -0.27
C 3.41 1.68 -0.23
C 3.48 1.92 1.27
C 4.81 1.70 -0.83
O 2.87 0.36 -0.50
Si 2.78 -1.07 0.29
S 1.09 -1.01 1.64
O 4.19 -1.37 0.98
C 4.71 -2.25 2.01
C 4.33 -1.68 3.37
C 4.14 -3.65 1.83
C 6.22 -2.24 1.81
O 2.09 -2.05 -0.82
C 2.60 -2.53 -2.11
C 2.04 -1.63 -3.21
C 2.08 -3.95 -2.26
C 4.12 -2.49 -2.13
H 0.49 3.59 -0.77
H 1.17 3.10 0.79
H 1.10 0.90 0.04
H 3.76 2.95 1.49
H 4.24 1.26 1.71
H 2.53 1.70 1.77
H 5.32 2.64 -0.60
H 4.78 1.56 -1.91
H 5.39 0.89 -0.38
H 3.25 -1.66 3.49
H 4.71 -0.67 3.48
H 4.76 -2.30 4.16
H 3.06 -3.64 2.00
H 4.59 -4.32 2.56
H 4.34 -4.03 0.83
H 6.61 -1.23 1.94
H 6.47 -2.59 0.81
H 6.71 -2.89 2.54
H 0.95 -1.61 -3.16
H 2.34 -2.02 -4.18
H 2.42 -0.62 -3.09
H 0.99 -3.95 -2.26
H 2.43 -4.58 -1.44
H 2.43 -4.37 -3.20
H 4.48 -1.48 -1.96
H 4.48 -2.83 -3.10
H 4.53 -3.14 -1.36

Atom charges from the Mulliken analysis, given in e for atoms 1 to 6: -0.78 -1.40 0.40 -1.61 0.03 0.66